86
Properties=species:S:1:pos:R:3:mulliken_spin:R:1 method="wB97M-V/def2-TZVPD" homo_energy_ev="-9.03 / -9.03" lumo_ha="-0.0397 / -0.1992" gap_ha="0.29210 / 0.13282" max_force_ha_per_bohr=0.17243 multiplicity=6
Fe -1.746 -2.270 1.226 3.81
P -0.507 -0.247 0.146 -0.06
O -1.966 -0.456 0.638 0.03
O -0.400 0.381 -1.293 0.00
O 0.007 -1.738 0.263 0.11
O 0.209 0.633 1.152 -0.02
C -2.734 2.222 2.643 0.00
O -3.229 3.135 3.291 0.00
N -3.352 1.267 1.986 0.00
N -1.483 2.141 2.500 0.00
H -4.361 1.221 1.998 0.00
H -2.849 0.621 1.393 0.02
H -1.108 1.510 1.806 0.00
H -0.893 2.748 3.052 0.00
C 2.797 1.679 -1.764 0.00
O 3.957 1.807 -2.027 0.01
N 1.889 1.305 -2.577 0.02
N 2.239 2.105 -0.651 0.00
H 1.044 0.955 -2.149 0.01
H 2.128 1.022 -3.516 0.00
H 2.648 2.531 0.169 0.00
H 1.321 1.706 -0.517 0.00
C 1.542 -2.518 -2.638 0.00
O 2.296 -3.085 -3.485 0.00
N 1.891 -2.434 -1.417 0.00
N 0.389 -2.018 -2.951 0.00
H 1.247 -1.972 -0.791 0.02
H 2.814 -2.756 -1.164 0.00
H -0.146 -1.638 -2.183 0.00
H 0.029 -2.097 -3.891 0.00
C -1.620 3.652 -2.025 -0.03
O -2.165 4.585 -2.606 0.27
N -0.866 2.810 -2.515 0.64
N -1.670 3.280 -0.772 0.16
H -0.629 2.827 -3.497 -0.03
H -0.714 2.001 -1.930 -0.02
H -1.207 2.417 -0.522 -0.01
H -2.208 3.800 -0.094 -0.01
C 2.439 3.027 3.063 0.00
O 3.286 3.611 3.754 0.00
N 1.574 3.629 2.305 0.00
N 2.233 1.742 3.032 0.00
H 1.520 4.636 2.363 0.00
H 0.930 3.090 1.744 0.00
H 2.690 1.055 3.615 0.00
H 1.452 1.375 2.508 0.00
C -4.222 -0.205 -1.992 0.00
O -5.243 -0.421 -2.728 0.00
N -4.368 -0.258 -0.741 0.00
N -2.970 -0.028 -2.463 0.01
H -5.225 -0.462 -0.247 0.00
H -3.499 0.072 -0.346 0.01
H -2.884 0.025 -3.468 0.00
H -2.154 0.180 -1.906 0.01
C 3.130 -1.629 1.950 0.00
O 4.245 -2.115 1.992 0.00
N 2.833 -0.775 1.059 0.00
N 2.223 -1.979 2.824 0.00
H 1.904 -0.392 0.955 0.00
H 3.442 -0.484 0.307 0.00
H 2.380 -2.513 3.667 0.00
H 1.426 -1.359 2.859 0.00
C 0.348 -4.888 1.414 0.00
O -0.665 -4.238 1.377 0.02
N 0.416 -6.193 1.492 0.00
N 1.595 -4.452 1.412 0.00
H 1.213 -6.811 1.541 0.00
H -0.405 -6.750 1.681 0.00
H 1.599 -3.442 1.412 0.00
H 2.427 -5.019 1.496 0.00
C -0.336 1.526 -5.638 0.00
O -0.521 2.597 -5.197 0.00
N -0.138 0.461 -4.885 0.00
N -0.418 1.222 -6.879 0.00
H 0.057 0.468 -3.894 0.00
H 0.158 -0.349 -5.410 0.00
H 0.026 0.364 -7.173 0.00
H -0.204 1.938 -7.557 0.00
C -0.760 -1.203 4.100 0.00
O -1.141 -1.916 3.205 0.04
N -0.928 -1.519 5.327 0.00
N 0.049 -0.195 3.809 0.00
H -0.745 -0.821 6.034 0.00
H -1.537 -2.286 5.572 0.00
H 0.026 0.054 2.830 0.01
H 0.146 0.498 4.537 0.00



80
Properties=species:S:1:pos:R:3:lowdin_charge:R:1 method="wB97M-V/def2-TZVPD" homo_energy_ev=-9.37 lumo_ha=0.0066 gap_ha=0.35097 max_force_ha_per_bohr=0.16305 multiplicity=1 smiles="NC(N)=O.NC(N)=O.NC(N)=O.NC(N)=O.NC(N)=O.NC(N)=O.NC(N)=O.NC(N)=O.NC(N)=O.NC(N)=O"
N 1.467 13.330 -30.422 0.14
C 1.244 13.149 -31.686 -0.78
N 1.703 11.931 -31.871 0.14
O 0.982 13.937 -32.570 0.04
H 0.910 14.088 -30.055 0.12
H 1.802 12.561 -29.859 0.11
H 2.085 11.465 -31.060 0.10
H 2.064 11.715 -32.789 0.12
N -0.406 6.520 -27.698 0.16
C -0.455 5.540 -26.893 -0.79
N -1.671 5.280 -26.446 0.16
O 0.574 4.918 -26.612 0.00
H 0.482 6.927 -27.956 0.13
H -1.259 7.061 -27.716 0.11
H -2.382 5.781 -26.961 0.10
H -1.955 4.547 -25.812 0.12
N 0.753 17.402 -22.755 0.17
C 0.800 17.427 -21.474 -0.80
N 1.471 16.437 -20.884 0.15
O 0.202 18.268 -20.848 0.03
H 1.260 16.767 -23.356 0.12
H 0.074 18.033 -23.155 0.12
H 1.542 16.498 -19.878 0.11
H 1.793 15.593 -21.335 0.10
N 4.426 18.032 -30.218 0.14
C 4.558 18.405 -28.961 -0.82
N 4.208 19.620 -28.908 0.17
O 4.787 17.608 -28.083 0.05
H 4.225 17.042 -30.206 0.11
H 4.057 18.479 -31.046 0.11
H 4.406 20.082 -28.032 0.13
H 3.938 20.177 -29.706 0.12
N 5.059 9.450 -24.089 0.14
C 5.287 10.742 -24.067 -0.79
N 5.616 11.094 -25.307 0.14
O 5.089 11.468 -23.142 0.06
H 4.549 9.114 -23.285 0.12
H 5.160 8.852 -24.897 0.11
H 5.895 12.036 -25.540 0.11
H 5.823 10.459 -26.065 0.10
N 6.157 5.554 -29.388 0.15
C 6.189 6.733 -29.864 -0.78
N 7.299 6.847 -30.570 0.16
O 5.364 7.604 -29.544 0.00
H 6.776 4.760 -29.465 0.12
H 5.362 5.466 -28.771 0.13
H 7.855 6.004 -30.553 0.11
H 7.537 7.776 -30.887 0.12
N -2.238 20.571 -28.398 0.15
C -1.780 19.496 -29.033 -0.80
N -1.322 19.812 -30.187 0.16
O -1.854 18.348 -28.648 0.03
H -2.171 21.487 -28.817 0.10
H -2.684 20.451 -27.499 0.12
H -1.322 20.811 -30.331 0.11
H -1.237 19.039 -30.832 0.13
N 7.861 8.060 -36.818 0.18
C 8.845 8.778 -36.469 -0.85
N 9.984 8.230 -36.655 0.16
O 8.774 9.849 -35.894 0.03
H 7.031 8.475 -36.420 0.13
H 7.927 7.167 -37.286 0.12
H 9.942 7.359 -37.164 0.10
H 10.844 8.744 -36.786 0.13
N -1.190 19.855 -37.798 0.16
C -1.585 20.424 -38.871 -0.84
N -2.356 19.588 -39.555 0.15
O -1.272 21.522 -39.170 0.07
H -1.491 18.929 -37.531 0.11
H -0.498 20.385 -37.287 0.13
H -2.526 18.671 -39.168 0.10
H -2.873 19.944 -40.346 0.12
N 4.351 13.559 -37.345 0.16
C 3.767 12.698 -38.035 -0.80
N 3.606 13.146 -39.272 0.16
O 3.339 11.661 -37.513 0.01
H 4.385 14.547 -37.548 0.12
H 4.339 13.273 -36.376 0.13
H 3.109 12.583 -39.948 0.12
H 3.929 14.098 -39.371 0.10



68
Properties=species:S:1:pos:R:3:lowdin_charge:R:1 method="wB97M-V/def2-TZVPD" homo_energy_ev=-9.17 lumo_ha=-0.0120 gap_ha=0.32484 max_force_ha_per_bohr=0.05692 multiplicity=1 smiles="NC(N)=O.NC(N)=O.OCCO.OCCO.OCCO.OCCO.O.O.O.O"
N -2.608 -1.322 -2.473 0.16
C -3.647 -0.849 -3.185 -0.69
N -3.874 0.496 -3.118 0.15
O -4.534 -1.526 -3.697 0.01
H -1.961 -0.743 -1.972 0.06
H -2.588 -2.336 -2.382 0.07
H -3.237 1.164 -2.718 0.08
H -4.833 0.696 -3.340 0.10
N 3.413 -1.431 0.975 0.17
C 4.693 -1.705 1.187 -0.69
N 4.845 -3.012 1.590 0.14
O 5.627 -0.911 1.247 0.01
H 2.884 -2.234 0.671 0.05
H 3.010 -0.516 1.141 0.08
H 5.742 -3.272 1.962 0.10
H 4.117 -3.703 1.600 0.08
O -1.943 2.596 0.348 -0.10
C -1.957 1.568 1.374 -0.19
C -2.983 1.810 2.492 -0.20
O -4.142 1.082 2.045 -0.08
H -1.090 2.556 -0.099 0.04
H -2.044 0.636 0.825 0.10
H -1.001 1.641 1.896 0.11
H -3.285 2.850 2.635 0.12
H -2.657 1.432 3.462 0.11
H -4.678 0.939 2.832 0.08
O -2.116 3.740 -2.201 -0.09
C -0.712 3.809 -2.458 -0.19
C -0.069 2.348 -2.534 -0.17
O 0.121 1.546 -1.366 -0.13
H -2.290 3.410 -1.305 0.04
H -0.642 4.227 -3.460 0.12
H -0.243 4.418 -1.684 0.11
H 0.973 2.568 -2.787 0.12
H -0.625 1.729 -3.237 0.12
H -0.149 0.623 -1.482 0.04
O 2.328 1.120 0.362 -0.11
C 3.236 2.172 0.684 -0.23
C 2.677 3.460 1.202 -0.23
O 2.138 4.312 0.189 -0.07
H 1.657 1.468 -0.247 0.05
H 3.997 1.737 1.335 0.12
H 3.883 2.341 -0.186 0.13
H 3.519 3.989 1.654 0.12
H 1.921 3.143 1.926 0.13
H 1.631 5.006 0.619 0.08
O -0.272 -3.820 2.852 -0.08
C -1.279 -2.857 3.179 -0.21
C -1.296 -1.725 2.164 -0.25
O -0.172 -0.897 1.962 -0.07
H -0.285 -4.509 3.521 0.09
H -2.236 -3.382 3.143 0.12
H -1.079 -2.490 4.189 0.12
H -2.266 -1.224 2.128 0.11
H -1.344 -2.321 1.239 0.11
H -0.012 -0.799 1.010 0.03
O -1.412 -3.707 -2.436 -0.04
H -1.374 -4.229 -3.245 0.07
H -1.178 -4.326 -1.737 0.06
O 2.559 -0.917 -2.263 -0.05
H 2.985 -0.315 -1.638 0.02
H 3.045 -0.797 -3.084 0.04
O -0.269 -0.979 -0.735 -0.05
H 0.690 -1.114 -0.784 0.06
H -0.644 -1.732 -1.210 0.05
O 1.485 -3.548 0.542 -0.04
H 0.721 -3.400 1.118 0.01
H 1.127 -3.983 -0.237 0.05



65
Properties=species:S:1:pos:R:3:lowdin_charge:R:1 method="wB97M-V/def2-TZVPD" homo_energy_ev=-8.51 lumo_ha=-0.0150 gap_ha=0.29767 max_force_ha_per_bohr=0.27797 multiplicity=1
C 3.222 0.492 3.828 -0.80
O 2.487 1.480 3.921 0.02
N 4.434 0.447 4.200 0.17
N 2.837 -0.648 3.363 0.12
H 5.178 -0.158 3.882 0.13
H 4.613 1.350 4.614 0.13
H 3.530 -1.359 3.549 0.13
H 1.846 -0.768 3.210 -0.27
C 0.022 -2.972 -0.501 -0.77
O -1.075 -3.153 0.068 -0.03
N 0.414 -3.583 -1.576 0.18
N 0.909 -2.180 0.020 0.16
H 1.374 -3.707 -1.866 0.12
H -0.257 -4.169 -2.052 0.13
H 1.703 -2.084 -0.597 0.10
H 0.686 -1.670 0.862 0.08
C -1.704 -0.749 -0.885 -0.03
C -3.190 -0.301 -0.873 -0.36
C -3.722 0.036 -2.301 -0.20
O -4.979 0.630 -2.250 -0.17
C -5.522 1.043 -3.453 -0.14
N -4.053 -1.341 -0.310 0.06
H -1.099 -0.096 -1.514 0.02
H -1.531 -1.782 -1.187 0.07
H -1.488 -0.649 0.178 0.04
H -3.358 0.574 -0.246 0.11
H -3.806 -0.939 -2.782 0.13
H -3.033 0.625 -2.906 0.12
H -6.247 1.834 -3.260 0.09
H -6.125 0.325 -4.009 0.08
H -4.795 1.419 -4.173 0.09
H -4.838 -1.472 -0.931 0.06
H -3.530 -2.198 -0.419 0.06
C 1.535 -0.217 -2.418 -0.03
C 1.282 0.996 -1.411 -0.39
C 2.259 2.157 -1.554 -0.19
O 3.429 1.926 -0.772 -0.18
C 3.261 2.241 0.584 -0.13
N -0.055 1.515 -1.800 0.06
H 0.871 -1.076 -2.326 0.04
H 2.564 -0.535 -2.249 0.08
H 1.436 0.227 -3.408 0.08
H 1.408 0.584 -0.410 0.08
H 1.840 3.162 -1.589 0.12
H 2.801 2.035 -2.492 0.12
H 2.275 2.505 0.968 0.08
H 3.886 3.114 0.773 0.09
H 3.435 1.390 1.242 0.06
H -0.542 0.651 -1.610 -0.05
H -0.438 2.120 -1.087 0.05
O -1.906 2.071 0.762 0.00
H -0.976 2.138 0.980 0.06
H -2.305 2.835 1.177 0.10
O -1.834 -0.157 1.667 -0.06
H -2.026 0.619 1.140 -0.03
H -1.778 0.171 2.565 0.09
O 0.352 0.288 1.089 -0.10
H 0.731 0.108 1.949 -0.06
H -0.581 0.419 1.260 -0.06
O 0.892 -0.687 3.017 0.20
H 0.493 -0.112 3.670 0.17
H 0.215 -1.334 2.820 0.17
O 2.812 -1.261 0.917 -0.05
H 3.629 -1.048 1.369 0.05
H 2.130 -1.116 1.573 0.00



60
Properties=species:S:1:pos:R:3:lowdin_charge:R:1 method="wB97M-V/def2-TZVPD" homo_energy_ev=-8.90 lumo_ha=0.0152 gap_ha=0.34215 max_force_ha_per_bohr=0.21882 multiplicity=1
C 3.177 0.072 0.140 -0.02
O 2.035 -0.502 0.777 -0.05
H 3.055 0.082 -0.943 0.10
H 3.342 1.116 0.407 0.08
H 4.141 -0.422 0.260 0.09
H 2.046 -0.238 1.700 -0.06
C -0.269 -4.348 1.716 -0.18
O -0.526 -2.975 1.975 -0.14
H 0.101 -4.476 0.698 0.08
H 0.324 -4.833 2.491 0.07
H -1.174 -4.954 1.726 0.07
H 0.032 -2.568 1.309 -0.03
C -1.498 -0.948 -2.899 -0.14
O -2.062 -0.204 -3.996 -0.11
H -1.402 -2.015 -3.102 0.09
H -0.582 -0.540 -2.472 0.03
H -2.206 -0.880 -2.074 0.07
H -2.713 0.404 -3.637 -0.26
C -0.845 -0.223 0.145 -0.12
O -0.450 0.613 1.215 -0.10
H -0.294 -1.158 0.042 0.11
H -1.895 -0.509 0.084 0.12
H -0.647 0.324 -0.777 0.05
H 0.507 0.674 1.180 0.04
C -3.620 1.475 0.613 -0.09
O -2.207 1.495 0.280 -0.24
H -3.745 0.503 1.089 0.09
H -3.799 2.214 1.394 0.09
H -4.239 1.547 -0.281 0.05
H -1.748 0.838 0.810 -0.05
C -2.957 1.712 -2.132 -0.11
O -3.490 0.839 -3.046 0.03
H -3.651 2.223 -1.465 0.07
H -2.293 1.056 -1.567 0.06
H -2.384 2.505 -2.613 0.12
H -4.052 0.246 -2.542 0.15
C 1.374 2.906 0.491 -0.09
O 2.632 3.699 0.322 -0.13
H 1.341 1.983 -0.089 0.05
H 1.282 2.688 1.555 0.07
H 0.490 3.526 0.341 0.09
H 2.658 4.586 0.690 0.06
C 1.712 -0.156 3.605 -0.04
O 1.306 0.415 2.384 -0.12
H 2.790 -0.096 3.752 0.11
H 1.262 0.316 4.479 0.10
H 1.425 -1.190 3.794 0.11
H 0.363 0.440 2.566 0.11
C 2.455 -3.208 1.122 -0.11
O 1.412 -2.385 0.640 -0.18
H 2.184 -3.511 2.133 0.07
H 2.630 -4.037 0.437 0.09
H 3.325 -2.560 1.235 0.08
H 1.626 -1.450 0.675 -0.26
C 0.374 1.462 -2.606 -0.16
O 1.661 1.988 -2.898 -0.09
H -0.348 2.090 -2.085 0.07
H -0.072 1.082 -3.526 0.09
H 0.453 0.601 -1.942 0.04
H 1.655 2.666 -3.578 0.08



93
Properties=species:S:1:pos:R:3:lowdin_charge:R:1 method="wB97M-V/def2-TZVPD" homo_energy_ev=-12.24 charge=+1 lumo_ha=-0.1071 gap_ha=0.34253 max_force_ha_per_bohr=0.11820 multiplicity=1
C 1.178 -4.720 0.028 0.13
C 0.064 -4.480 -0.427 -0.05
C -1.396 -4.006 -0.731 -0.17
C -1.326 -2.543 -1.345 -0.12
O -2.361 -1.666 -0.911 -0.07
C -2.522 -1.621 0.518 -0.27
C -2.107 -0.252 1.197 -0.10
C -1.519 0.815 0.197 -0.17
C -0.026 0.464 -0.165 -0.23
C 1.011 1.388 0.572 -0.21
S 2.396 1.963 -0.472 0.43
O 3.646 1.718 0.279 -0.37
O 2.223 3.422 -0.656 -0.36
Cl 2.593 0.943 -2.252 0.43
C -1.824 -2.793 1.299 -0.08
N -2.168 -4.052 0.564 0.11
H 2.204 -4.779 0.469 0.07
H -1.803 -4.779 -1.422 0.16
H -1.468 -2.667 -2.450 0.15
H -0.296 -2.123 -1.231 0.12
H -3.620 -1.734 0.710 0.13
H -1.346 -0.422 2.008 0.11
H -3.003 0.149 1.737 0.13
H -2.124 0.855 -0.737 0.09
H -1.609 1.815 0.691 0.11
H 0.082 0.467 -1.276 0.09
H 0.141 -0.567 0.227 0.07
H 1.381 0.826 1.465 0.12
H 0.533 2.318 0.980 0.11
H -2.303 -2.858 2.308 0.12
H -0.738 -2.654 1.489 0.14
H -3.175 -3.964 0.338 0.16
H -1.978 -4.916 1.080 0.19
O -1.183 -4.112 3.987 -0.05
H -0.250 -4.356 4.010 0.06
H -1.436 -4.069 4.918 0.04
O 2.945 4.469 -3.487 -0.07
H 2.626 4.000 -2.708 -0.03
H 3.020 5.385 -3.194 0.04
O 2.106 -2.002 0.277 -0.06
H 1.925 -2.633 -0.431 0.00
H 2.718 -1.370 -0.123 0.04
O -2.268 -1.459 4.381 -0.06
H -1.308 -1.510 4.403 0.04
H -2.554 -2.185 4.955 -0.01
O 3.770 -4.641 2.383 -0.06
H 4.600 -4.666 2.878 0.04
H 3.661 -3.709 2.157 0.03
O 6.716 -5.171 1.628 -0.06
H 7.431 -5.820 1.611 0.04
H 6.246 -5.322 0.802 0.04
O 4.861 6.474 -4.473 -0.06
H 4.669 5.540 -4.622 0.02
H 4.369 6.928 -5.165 0.04
O 0.160 4.738 -2.251 -0.05
H 0.732 4.222 -1.664 -0.01
H -0.138 4.100 -2.912 0.02
O -1.092 5.046 0.697 -0.07
H -0.801 5.922 0.984 0.00
H -1.013 5.077 -0.266 0.00
O -3.759 -3.585 5.695 -0.04
H -4.562 -3.055 5.762 0.07
H -4.033 -4.366 5.200 0.06
O -3.597 2.667 -1.044 -0.06
H -3.224 3.502 -0.738 0.04
H -3.475 2.695 -1.998 -0.01
O -4.741 4.526 -2.993 -0.05
H -5.516 4.802 -2.491 0.06
H -4.707 5.146 -3.731 0.05
O -5.093 -3.356 1.268 -0.04
H -5.964 -3.738 1.109 0.07
H -5.281 -2.528 1.725 0.06
O -1.159 8.008 1.428 -0.05
H -1.935 8.203 1.963 0.06
H -1.222 8.626 0.688 0.05
O 9.817 -4.709 1.097 -0.06
H 9.090 -4.355 1.622 0.01
H 9.914 -4.078 0.377 0.04
O 1.010 -4.803 -3.556 -0.05
H 1.925 -5.105 -3.551 0.04
H 0.768 -4.766 -2.624 -0.03
O 1.670 -7.373 2.381 -0.06
H 2.149 -6.597 2.700 0.01
H 1.783 -7.342 1.426 0.02
O -1.995 3.250 -3.624 -0.04
H -2.853 3.686 -3.534 0.01
H -2.193 2.439 -4.106 0.07
O -2.008 6.175 -4.429 -0.05
H -1.434 5.663 -3.847 0.00
H -2.302 5.539 -5.088 0.03
O 0.963 9.030 -0.169 -0.06
H 1.923 9.091 -0.194 0.04
H 0.791 8.285 0.418 0.01



ΔE to the lowest compared entry with this formula, charge and spin for every record listed, in sequence, given in eV: 0.000; 9.405; 1.012; 11.392; 16.015; 1.007.